No. 1
Below is 6 unconnected molecules or ions with the total composition C16H37BrClN12O7PS, with properties calculated with the ωB97M-V functional and the def2-TZVPD basis.

The value obtained for the molar mass is 687.9 g mol⁻¹. The SMILES is CCOCCO[C@](C#N)([PH2]=S)[C@@](Cl)(C#N)[C@H](Br)CC.NC(N)=O.NC(N)=O.NC(N)=O.NC(N)=O.NC(N)=O. The value obtained for the HOMO-LUMO gap is 8.948 eV.

```
! wB97M-V def2-TZVPD RIJCOSX def2/J DEFGRID3
* xyz 0 1
C 4.668 -0.354 -0.246
C 3.512 -1.022 -0.960
O 2.284 -0.620 -0.360
C 1.182 -1.302 -0.895
C 0.049 -1.269 0.104
O -0.748 -0.075 0.028
C -1.890 -0.082 -0.755
C -1.857 -0.963 -1.920
N -1.818 -1.682 -2.814
P -1.803 1.676 -1.544
S -0.262 1.768 -2.733
C -3.218 -0.316 0.163
Cl -2.803 -0.781 1.831
C -3.794 1.030 0.308
N -4.244 2.080 0.423
C -4.288 -1.287 -0.438
Br -6.087 -0.765 0.218
C -4.180 -2.766 -0.046
C -3.150 -3.623 -0.777
H 5.585 -0.544 -0.794
H 4.790 -0.822 0.726
H 4.466 0.709 -0.154
H 3.649 -2.105 -0.926
H 3.495 -0.727 -2.017
H 1.445 -2.350 -1.093
H 0.861 -0.881 -1.855
H 0.515 -1.238 1.089
H -0.552 -2.176 0.087
H -1.635 2.573 -0.478
H -3.026 1.897 -2.191
H -4.370 -1.184 -1.515
H -5.150 -3.201 -0.278
H -4.048 -2.888 1.026
H -3.302 -4.657 -0.466
H -2.120 -3.376 -0.541
H -3.273 -3.577 -1.855
N 7.815 2.235 2.739
C 6.635 1.544 2.660
N 5.656 1.963 3.523
O 6.464 0.627 1.881
H 7.973 2.995 3.371
H 8.550 1.954 2.118
H 4.778 1.481 3.484
H 5.772 2.718 4.171
N -0.730 6.151 -3.335
C -0.309 6.025 -4.632
N -0.037 4.744 -5.023
O -0.183 6.983 -5.375
H -0.824 5.374 -2.707
H -0.935 7.075 -3.007
H 0.287 4.608 -5.961
H -0.150 3.954 -4.416
N -0.358 2.139 1.982
C -0.412 3.502 1.988
N -0.151 4.108 3.184
O -0.683 4.132 0.977
H -0.140 1.575 2.780
H -0.545 1.679 1.113
H -0.188 5.110 3.208
H 0.071 3.607 4.023
N -8.031 -2.257 4.144
C -9.192 -1.913 3.503
N -9.039 -1.546 2.193
O -10.274 -1.933 4.057
H -7.131 -2.242 3.704
H -8.103 -2.530 5.105
H -9.865 -1.284 1.689
H -8.150 -1.530 1.728
N 6.891 -4.263 -2.797
C 6.343 -4.051 -1.562
N 6.338 -5.137 -0.729
O 5.891 -2.971 -1.226
H 7.269 -5.142 -3.094
H 6.909 -3.484 -3.429
H 5.947 -5.010 0.185
H 6.705 -6.034 -0.983
*
```

Löwdin atomic charge list, values in e, 5 entries: C -0.09; C -0.28; O -0.14; C -0.22; C -0.14

=====

No. 2
Below is a molecular structure, C16H37BrCuOP, with properties calculated with the ωB97M-V functional and the def2-TZVPD basis.

The value obtained for the molar mass is 419.9 g mol⁻¹. The value obtained for the HOMO-LUMO gap (alpha / beta) is 5.919 / 5.150 eV.

```
! wB97M-V def2-TZVPD RIJCOSX def2/J DEFGRID3
* xyz 1 2
C 1.935 -2.832 1.450
O 0.971 -3.842 1.505
C -0.342 -3.349 1.721
C -0.533 -2.663 3.077
C -0.558 -1.122 2.984
C -1.933 -0.504 3.214
C -1.896 0.966 3.627
C -0.981 1.875 2.805
C -1.686 2.656 1.685
C -2.599 1.871 0.748
C -1.867 0.799 -0.067
C -1.785 1.127 -1.549
C -1.415 -0.061 -2.442
C -0.195 -0.869 -1.997
P 1.175 -1.024 -3.296
C 2.208 0.477 -2.605
C 2.412 1.712 -3.472
C 3.642 2.502 -2.972
Br 2.683 1.347 -5.354
H 2.121 -2.391 2.432
H 2.873 -3.249 1.100
H 1.652 -2.026 0.762
H -0.985 -4.220 1.676
H -0.630 -2.685 0.901
H 0.273 -2.976 3.729
H -1.466 -3.017 3.503
H 0.190 -0.680 3.637
H -0.246 -0.859 1.977
H -2.422 -1.056 4.012
H -2.537 -0.662 2.328
H -2.904 1.363 3.524
H -1.674 1.020 4.686
H -0.114 1.357 2.406
H -0.585 2.629 3.480
H -0.922 3.110 1.052
H -2.217 3.486 2.139
H -3.007 2.594 0.045
H -3.458 1.464 1.268
H -0.850 0.713 0.306
H -2.304 -0.182 0.088
H -2.755 1.479 -1.889
H -1.098 1.963 -1.688
H -1.319 0.317 -3.465
H -2.279 -0.716 -2.452
H 0.199 -0.509 -1.053
H -0.521 -1.883 -1.788
H 0.431 -0.200 -4.267
H 2.223 -1.241 -4.260
H 1.907 -1.934 -2.363
H 0.450 -2.209 -3.888
H 3.208 0.072 -2.399
H 1.792 0.837 -1.661
H 1.574 2.382 -3.349
H 3.396 3.069 -2.071
H 4.059 3.145 -3.732
H 4.466 1.789 -2.750
Cu 4.244 0.838 -1.038
*
```

Löwdin atomic charge list, values in e, 5 entries: C -0.13; O -0.17; C -0.22; C -0.15; C -0.22

=====

No. 3
Below is 2 unconnected molecules or ions with the total composition C16H37FN4O6P, with properties calculated with the ωB97M-V functional and the def2-TZVPD basis.

The value obtained for the molar mass is 431.5 g mol⁻¹. The value obtained for the HOMO-LUMO gap is 6.709 eV.

```
! wB97M-V def2-TZVPD RIJCOSX def2/J DEFGRID3
* xyz -1 1
C -2.251 -3.867 -1.429
O -1.202 -2.925 -1.364
C -1.056 -2.189 -0.155
C -0.312 -3.056 0.871
C 1.050 -3.575 0.415
C 1.876 -3.956 1.649
C 2.482 -2.702 2.310
N 1.733 -2.280 3.523
C -0.175 -0.982 -0.549
F 0.478 -0.523 0.598
O -0.959 -0.015 -1.112
C -0.294 1.157 -1.655
N -1.304 1.814 -2.493
C 0.880 0.820 -2.578
C 2.254 0.700 -1.932
N 3.014 -0.451 -2.504
C 0.100 2.175 -0.602
C -1.091 2.642 0.236
C -0.662 3.043 1.640
C 0.006 4.423 1.714
O -0.605 5.380 0.859
P -2.663 -1.702 0.661
C -3.746 -0.797 -0.522
C -2.322 -0.656 2.128
H -1.982 -4.576 -2.204
H -3.201 -3.419 -1.708
H -2.390 -4.425 -0.509
H -0.937 -3.932 1.026
H -0.268 -2.576 1.834
H 1.638 -2.837 -0.120
H 0.919 -4.421 -0.250
H 1.234 -4.390 2.403
H 2.697 -4.616 1.389
H 2.525 -1.882 1.601
H 3.500 -2.910 2.616
H 2.390 -1.822 4.146
H 1.105 -1.531 3.243
H 0.590 -1.353 -1.229
H -1.170 1.566 -3.463
H -2.234 1.557 -2.186
H 0.613 -0.090 -3.114
H 0.939 1.591 -3.333
H 2.848 1.587 -2.100
H 2.198 0.566 -0.860
H 2.385 -1.117 -2.935
H 3.501 -0.957 -1.775
H 0.864 1.802 0.067
H 0.524 3.035 -1.107
H -1.806 1.827 0.339
H -1.614 3.443 -0.269
H -1.513 2.976 2.318
H 0.053 2.304 1.993
H -0.107 4.785 2.737
H 1.050 4.328 1.456
H -1.555 5.327 1.045
H -4.772 -1.078 -0.341
H -3.685 0.272 -0.330
H -3.471 -0.947 -1.557
H -1.824 -1.298 2.844
H -1.682 0.203 1.970
H -3.276 -0.394 2.566
N 2.670 5.237 -1.478
O 1.723 5.486 -2.247
O 3.482 6.127 -1.165
O 2.809 4.076 -1.022
*
```

Löwdin atomic charge list, values in e, 5 entries: C -0.12; O -0.15; C -0.54; C -0.18; C -0.18

=====

What E_tot values result from the calculations? In sequence: -5589.47368, -5262.35696, -1743.42221 hartree.